The following is a quantum chemistry calculation of 2 unconnected molecules or ions with the total composition C3H5ClS, from OMol25.

XYZ file:
```
10
Properties=species:S:1:pos:R:3:lowdin_charge:R:1
C -1.42230 0.78370 0.68386 -0.64
C 1.66790 -0.49196 -0.59098 -0.07
C 0.97383 -0.93807 0.45489 -0.57
S -2.41099 1.25754 -0.55482 0.62
Cl -0.64906 -1.59372 0.21127 0.62
H -1.94644 0.34368 1.55001 -0.07
H 2.70589 -0.18981 -0.64219 0.06
H 1.15898 -0.41969 -1.52188 0.04
H -1.41469 2.22096 -1.07188 -0.06
H 1.33689 -0.97263 1.48172 0.07
```

The gap between HOMO and LUMO is 0.3134 Ha. Its total energy is -975.51952 a.u. The lowest unoccupied orbital energy is 0.012 Ha. Its multiplicity is 1. For the energy above the lowest of the compared OMol25 structures with the same formula, charge and spin, the calculation gives 86.1 kcal per mole. The calculation puts the HOMO energy at -8.20 eV.